1.
Here is the molecule C18H22N4O2S from the Open Molecules 2025 dataset. Energies are from ωB97M-V/def2-TZVPD.

Bonds (Å) are listed after each position.
Geometry (Å):
1 C 6.06 -2.64 1.92  O2 1.405, H26 1.088, H27 1.096, H28 1.097
2 O 4.95 -2.20 2.66  C1 1.405, C3 1.413
3 C 4.20 -3.25 3.25  O2 1.413, C4 1.527, H29 1.101, H30 1.101
4 C 3.02 -2.65 4.01  C3 1.527, C5 1.527, H31 1.091, H32 1.090
5 C 1.91 -2.15 3.08  C4 1.527, N6 1.444, H33 1.096, H34 1.100
6 N 2.42 -1.12 2.21  C5 1.444, C7 1.337, H35 1.014
7 C 1.70 -0.30 1.45  N6 1.337, S8 1.663, N9 1.362
8 S 2.42 0.85 0.48  C7 1.663
9 N 0.34 -0.36 1.55  C7 1.362, N10 1.394, H36 1.017
10 N -0.41 0.41 0.66  N9 1.394, C11 1.355, H37 1.020
11 C -1.54 -0.12 0.12  N10 1.355, O12 1.220, C13 1.489
12 O -1.99 -1.18 0.53  C11 1.220
13 C -2.15 0.74 -0.92  C11 1.489, C14 1.373, C25 1.420
14 C -1.35 1.30 -1.89  C13 1.373, C15 1.414, H38 1.080
15 C -1.93 2.12 -2.89  C14 1.414, C16 1.473, N19 1.310
16 C -1.12 2.75 -3.95  C15 1.473, C17 1.508, C18 1.508, H39 1.082
17 C 0.29 3.22 -3.69  C16 1.508, C18 1.490, H40 1.079, H41 1.079
18 C 0.06 2.03 -4.56  C16 1.508, C17 1.490, H42 1.079, H43 1.079
19 N -3.22 2.37 -2.93  C15 1.310, C20 1.345
20 C -4.03 1.83 -2.00  N19 1.345, C21 1.411, C25 1.424
21 C -5.41 2.11 -2.08  C20 1.411, C22 1.366, H44 1.079
22 C -6.27 1.58 -1.16  C21 1.366, C23 1.403, H45 1.080
23 C -5.80 0.75 -0.13  C22 1.403, C24 1.368, H46 1.080
24 C -4.47 0.46 -0.03  C23 1.368, C25 1.408, H47 1.079
25 C -3.55 0.98 -0.96  C13 1.420, C20 1.424, C24 1.408
26 H 6.54 -1.76 1.52  C1 1.088
27 H 6.76 -3.19 2.56  C1 1.096
28 H 5.74 -3.30 1.10  C1 1.097
29 H 4.85 -3.81 3.94  C3 1.101
30 H 3.85 -3.94 2.47  C3 1.101
31 H 3.39 -1.82 4.61  C4 1.091
32 H 2.61 -3.41 4.67  C4 1.090
33 H 1.09 -1.75 3.68  C5 1.096
34 H 1.53 -2.99 2.49  C5 1.100
35 H 3.43 -1.05 2.14  N6 1.014
36 H -0.14 -1.23 1.75  N9 1.017
37 H 0.14 1.16 0.25  N10 1.020
38 H -0.29 1.11 -1.91  C14 1.080
39 H -1.73 3.35 -4.61  C16 1.082
40 H 0.70 3.06 -2.70  C17 1.079
41 H 0.59 4.14 -4.14  C17 1.079
42 H 0.31 1.05 -4.18  C18 1.079
43 H 0.21 2.13 -5.62  C18 1.079
44 H -5.75 2.75 -2.88  C21 1.079
45 H -7.33 1.80 -1.22  C22 1.080
46 H -6.50 0.34 0.58  C23 1.080
47 H -4.11 -0.19 0.76  C24 1.079

- E: -39913.050 eV
- SMILES string: COCCCNC(=S)NNC(=O)c1cc(C2CC2)nc2ccccc12
- Orbital gap: 8.6 eV
- E_HOMO: -8.507 eV
- Molar mass: 358.5 u

So, what does the Mulliken scheme give us? The charges, in e, come out as: number 1, C, carries -0.771; number 2, O, carries -0.385; number 3, C, carries -0.503; number 4, C, carries -0.881; number 5, C, carries -0.581; number 6, N, carries 0.072; number 7, C, carries 0.355; number 8, S, carries -0.564; number 9, N, carries -0.236; number 10, N, carries -0.292; number 11, C, carries 0.221; number 12, O, carries -0.708; number 13, C, carries 0.508; number 14, C, carries -0.279; number 15, C, carries 0.199; number 16, C, carries -0.392; number 17, C, carries -0.619; number 18, C, carries -0.624; number 19, N, carries -0.617; number 20, C, carries -0.110; number 21, C, carries -0.512; number 22, C, carries -0.499; number 23, C, carries -0.667; number 24, C, carries -0.687; number 25, C, carries 0.835; number 26, H, carries 0.254; number 27, H, carries 0.290; number 28, H, carries 0.334; number 29, H, carries 0.431; number 30, H, carries 0.349; number 31, H, carries 0.327; number 32, H, carries 0.362; number 33, H, carries 0.463; number 34, H, carries 0.278; number 35, H, carries 0.164; number 36, H, carries 0.373; number 37, H, carries 0.207; number 38, H, carries 0.700; number 39, H, carries 0.521; number 40, H, carries 0.227; number 41, H, carries 0.267; number 42, H, carries 0.239; number 43, H, carries 0.263; number 44, H, carries 0.458; number 45, H, carries 0.387; number 46, H, carries 0.399; number 47, H, carries 0.443

=====

2.
Here is the molecule C18H22N4O5 from the Open Molecules 2025 dataset. Energies are from ωB97M-V/def2-TZVPD.

Bonds (Å) are listed after each position.
Geometry (Å):
1 C -0.24 2.26 4.92  C2 1.306, H28 1.189, H29 1.089, H30 1.155
2 C -0.22 1.22 5.71  C1 1.306, N3 1.575, H31 0.943, H32 1.007
3 N -0.15 -0.20 5.04  C2 1.575, C4 1.614, C6 1.354
4 C -1.13 -0.37 3.76  N3 1.614, C5 1.633, H33 1.276, H34 1.072
5 C -1.24 -1.97 3.48  C4 1.633, H35 1.082, H36 1.074, H37 0.886
6 C 1.09 -0.76 4.95  N3 1.354, C7 1.818, H38 1.105, H39 1.202
7 C 2.39 0.11 4.02  C6 1.818, O8 1.362, H40 1.057, H41 1.231
8 O 2.01 0.25 2.72  C7 1.362, C9 1.228
9 C 1.98 -0.54 1.79  O8 1.228, O10 1.495, C11 1.416
10 O 2.60 -1.88 2.06  C9 1.495
11 C 1.53 -0.38 0.46  C9 1.416, C12 1.355, C27 1.516
12 C 0.68 0.66 0.26  C11 1.355, C13 1.511, H42 1.033
13 C 0.10 1.02 -1.08  C12 1.511, C14 1.439, H43 0.869
14 C 0.27 -0.06 -2.02  C13 1.439, N15 1.378, C26 1.487
15 N -0.17 0.11 -3.31  C14 1.378, C16 1.282, H44 0.964
16 C -0.31 -0.67 -4.33  N15 1.282, C17 1.449, H45 0.999
17 C -0.53 -0.08 -5.63  C16 1.449, C18 1.497, C24 1.571
18 C -0.66 -1.07 -6.75  C17 1.497, O19 1.068, N20 1.484
19 O -0.16 -2.01 -6.70  C18 1.068
20 N -1.48 -0.56 -7.88  C18 1.484, C21 1.219, H46 1.048
21 C -1.91 0.56 -8.10  N20 1.219, O22 1.200, N23 1.613
22 O -2.63 0.95 -8.97  C21 1.200
23 N -2.15 1.61 -6.89  C21 1.613, C24 1.385, H47 0.959
24 C -1.47 1.17 -5.77  C17 1.571, N23 1.385, O25 1.362
25 O -1.59 2.04 -4.73  C24 1.362
26 C 1.11 -1.29 -1.91  C14 1.487, C27 1.496, H48 1.038
27 C 1.50 -1.57 -0.49  C11 1.516, C26 1.496, H49 1.010
28 H 0.70 2.41 4.21  C1 1.189
29 H -0.98 2.36 4.12  C1 1.089
30 H -0.20 3.18 5.61  C1 1.155
31 H 0.41 1.08 6.40  C2 0.943
32 H -1.06 0.92 6.19  C2 1.007
33 H -0.66 0.36 2.82  C4 1.276
34 H -2.03 0.12 4.08  C4 1.072
35 H -2.00 -1.78 2.73  C5 1.082
36 H -0.35 -2.04 2.89  C5 1.074
37 H -1.24 -2.41 4.25  C5 0.886
38 H 1.32 -1.68 4.39  C6 1.105
39 H 1.74 -1.00 5.93  C6 1.202
40 H 2.41 1.11 4.36  C7 1.057
41 H 3.36 -0.64 4.01  C7 1.231
42 H 0.72 1.44 0.95  C12 1.033
43 H -0.45 1.66 -1.28  C13 0.869
44 H -0.58 0.96 -3.48  N15 0.964
45 H 0.38 -1.38 -4.45  C16 0.999
46 H -1.37 -1.20 -8.71  N20 1.048
47 H -2.55 2.47 -6.97  N23 0.959
48 H 1.08 -2.20 -2.41  C26 1.038
49 H 2.13 -2.31 -0.25  C27 1.010

- E: -35205.508 eV
- SMILES string: CCN(CC)CCOC(=O)c1ccc(NC=C2C(=O)NC(=O)NC2=O)cc1
- Orbital gap: 6.9 eV
- E_HOMO: -8.058 eV
- Molar mass: 374.4 u

So, what does the Mulliken scheme give us? The charges, in e, come out as: number 1, C, carries -0.567; number 2, C, carries -1.571; number 3, N, carries 0.061; number 4, C, carries -0.092; number 5, C, carries -1.666; number 6, C, carries -0.805; number 7, C, carries -0.675; number 8, O, carries -0.279; number 9, C, carries 0.511; number 10, O, carries -0.744; number 11, C, carries 0.581; number 12, C, carries -0.460; number 13, C, carries -1.802; number 14, C, carries 1.084; number 15, N, carries 0.225; number 16, C, carries -0.491; number 17, C, carries -0.207; number 18, C, carries 0.168; number 19, O, carries -0.323; number 20, N, carries -0.046; number 21, C, carries 0.326; number 22, O, carries -0.610; number 23, N, carries -0.172; number 24, C, carries 0.687; number 25, O, carries -0.833; number 26, C, carries -0.695; number 27, C, carries -0.898; number 28, H, carries 0.110; number 29, H, carries 0.335; number 30, H, carries 0.285; number 31, H, carries 0.784; number 32, H, carries 0.654; number 33, H, carries -0.004; number 34, H, carries 0.544; number 35, H, carries 0.372; number 36, H, carries 0.337; number 37, H, carries 0.660; number 38, H, carries 0.480; number 39, H, carries 0.237; number 40, H, carries 0.396; number 41, H, carries 0.351; number 42, H, carries 0.687; number 43, H, carries 0.874; number 44, H, carries 0.253; number 45, H, carries 0.453; number 46, H, carries 0.286; number 47, H, carries 0.214; number 48, H, carries 0.421; number 49, H, carries 0.566

=====

3.
Here is the molecule C18H22N4OS from the Open Molecules 2025 dataset. Energies are from ωB97M-V/def2-TZVPD.

Bonds (Å) are listed after each position.
Geometry (Å):
1 C 1.64 2.56 -2.00  C2 1.356, C24 1.414, H25 1.075
2 C 2.81 2.62 -1.31  C1 1.356, S3 1.721, H26 1.072
3 S 2.55 2.94 0.36  C2 1.721, C4 1.738
4 C 0.84 3.02 0.12  S3 1.738, C5 1.495, C24 1.361
5 C -0.10 3.17 1.28  C4 1.495, N6 1.455, H27 1.091, H28 1.092
6 N -0.54 1.87 1.75  C5 1.455, C7 1.366, H29 1.011
7 C -1.55 1.26 1.06  N6 1.366, N8 1.305, N15 1.377
8 N -2.49 1.90 0.43  C7 1.305, C9 1.374
9 C -3.33 0.92 -0.05  N8 1.374, C10 1.387, C14 1.414
10 C -4.50 1.03 -0.80  C9 1.387, C11 1.382, H30 1.078
11 C -5.14 -0.14 -1.17  C10 1.382, C12 1.393, H31 1.080
12 C -4.64 -1.39 -0.81  C11 1.393, C13 1.384, H32 1.080
13 C -3.48 -1.52 -0.07  C12 1.384, C14 1.381, H33 1.080
14 C -2.84 -0.35 0.31  C9 1.414, C13 1.381, N15 1.382
15 N -1.69 -0.11 1.04  C7 1.377, C14 1.382, C16 1.435
16 C -0.71 -1.09 1.44  N15 1.435, C17 1.544, H34 1.094, H35 1.091
17 C 0.34 -1.28 0.33  C16 1.544, N18 1.450, H36 1.093, H37 1.100
18 N 1.47 -2.03 0.85  C17 1.450, C19 1.454, C23 1.455
19 C 1.95 -3.11 -0.01  N18 1.454, C20 1.534, H38 1.091, H39 1.094
20 C 2.81 -2.58 -1.17  C19 1.534, O21 1.412, H40 1.091, H41 1.102
21 O 3.90 -1.82 -0.69  C20 1.412, C22 1.411
22 C 3.44 -0.74 0.09  O21 1.411, C23 1.535, H42 1.091, H43 1.102
23 C 2.59 -1.22 1.28  N18 1.455, C22 1.535, H44 1.091, H45 1.094
24 C 0.51 2.79 -1.18  C1 1.414, C4 1.361, H46 1.075
25 H 1.58 2.37 -3.05  C1 1.075
26 H 3.81 2.49 -1.67  C2 1.072
27 H -1.00 3.71 0.98  C5 1.091
28 H 0.39 3.69 2.11  C5 1.092
29 H 0.23 1.26 2.01  N6 1.011
30 H -4.88 2.00 -1.07  C10 1.078
31 H -6.04 -0.08 -1.75  C11 1.080
32 H -5.17 -2.27 -1.12  C12 1.080
33 H -3.10 -2.49 0.21  C13 1.080
34 H -0.23 -0.78 2.36  C16 1.094
35 H -1.22 -2.03 1.63  C16 1.091
36 H -0.12 -1.81 -0.51  C17 1.093
37 H 0.64 -0.28 -0.05  C17 1.100
38 H 1.11 -3.68 -0.38  C19 1.091
39 H 2.57 -3.76 0.62  C19 1.094
40 H 3.24 -3.41 -1.73  C20 1.091
41 H 2.19 -1.97 -1.84  C20 1.102
42 H 4.34 -0.22 0.45  C22 1.091
43 H 2.86 -0.05 -0.54  C22 1.102
44 H 2.23 -0.36 1.85  C23 1.091
45 H 3.21 -1.83 1.93  C23 1.094
46 H -0.50 2.78 -1.53  C24 1.075

- E: -37866.212 eV
- SMILES string: c1csc(CNc2nc3ccccc3n2CCN2CCOCC2)c1
- Orbital gap: 8.3 eV
- E_HOMO: -7.759 eV
- Molar mass: 342.5 u

So, what does the Mulliken scheme give us? The charges, in e, come out as: number 1, C, carries -0.556; number 2, C, carries -0.445; number 3, S, carries -0.129; number 4, C, carries 0.396; number 5, C, carries -1.303; number 6, N, carries -0.288; number 7, C, carries 0.379; number 8, N, carries -0.683; number 9, C, carries 0.225; number 10, C, carries -0.764; number 11, C, carries -0.476; number 12, C, carries -0.760; number 13, C, carries -0.839; number 14, C, carries 1.160; number 15, N, carries 0.559; number 16, C, carries -1.880; number 17, C, carries 0.431; number 18, N, carries 0.098; number 19, C, carries -0.858; number 20, C, carries -0.356; number 21, O, carries -0.474; number 22, C, carries -0.274; number 23, C, carries -0.689; number 24, C, carries -0.339; number 25, H, carries 0.414; number 26, H, carries 0.491; number 27, H, carries 0.460; number 28, H, carries 0.411; number 29, H, carries 0.338; number 30, H, carries 0.462; number 31, H, carries 0.375; number 32, H, carries 0.382; number 33, H, carries 0.352; number 34, H, carries 0.352; number 35, H, carries 0.206; number 36, H, carries 0.520; number 37, H, carries -0.094; number 38, H, carries 0.448; number 39, H, carries 0.340; number 40, H, carries 0.361; number 41, H, carries 0.262; number 42, H, carries 0.388; number 43, H, carries 0.186; number 44, H, carries 0.304; number 45, H, carries 0.388; number 46, H, carries 0.518